Computed, not measured: 2 unconnected molecules or ions with the total composition C6H12O in a non-equilibrium geometry, with wB97M-V/def2-TZVPD.

Geometry as XYZ:
```
19
C6H12O wB97M-V/def2-TZVPD
C -0.8297 1.1970 -1.8142
C -0.6703 1.0584 -0.3786
C 0.6683 0.5051 -0.0557
C 0.6006 0.8287 1.6618
C 0.9434 -0.4452 1.0819
C -0.0385 -1.5363 1.6039
H -0.7293 0.1957 -2.2189
H -1.8646 1.5816 -1.9683
H -0.1857 1.9991 -2.3100
H -0.8039 1.9935 0.1985
H 1.5631 0.7133 -0.6517
H 1.4124 1.3061 2.1703
H 1.9753 -0.8575 0.9638
H -1.0814 -1.3791 1.6413
H 0.2626 -2.5003 1.1261
H 0.3486 -1.5268 2.6441
H 0.2695 -1.9910 -1.9417
H -1.3309 0.2576 0.0359
O -0.5096 -1.4000 -1.7884
```

Results
* relative energy (zero: lowest compared OMol25 entry of this formula, charge and spin): 4.7909 eV
* charge: -1
* E_HOMO (spin up / spin down): -0.09602 / -0.09493 Ha
* spin multiplicity: 2
* <S²>: 0.755

=====

Computed, not measured: C11H8N2O in the gas phase in a non-equilibrium geometry, with wB97M-V/def2-TZVPD.

Geometry as XYZ:
```
22
C11H8N2O wB97M-V/def2-TZVPD
C 0.1052 -3.5200 -0.1173
N -0.8133 -2.9631 0.5645
C -0.8753 -1.5790 0.5478
C -1.4595 -0.9695 1.6091
O -1.5686 0.4160 1.7119
C -0.7552 1.1512 0.8220
C -0.7372 2.4908 1.0582
C 0.1168 3.3653 0.3666
C 0.8242 2.9149 -0.7835
C 0.6401 1.5720 -1.0634
C -0.0619 0.6111 -0.2356
C -0.0728 -0.8250 -0.4309
C 0.8283 -1.4492 -1.2607
N 0.9384 -2.8426 -1.0488
H 0.1399 -4.5586 0.0963
H -1.8122 -1.5691 2.3762
H -1.2461 2.7226 2.0426
H 0.2435 4.4475 0.7027
H 1.3458 3.5654 -1.4517
H 1.2006 1.2103 -1.9416
H 1.5781 -0.8151 -1.8050
H 1.4412 -3.3759 -1.7595
```

Results
* relative energy (zero: lowest compared OMol25 entry of this formula, charge and spin): 1.9562 eV
* E_HOMO: -0.24940 Ha
* spin multiplicity: 1
* structure (SMILES): C1=NC2=COc3ccccc3C2=CN1

=====

Computed, not measured: a molecular structure, C9H10F3NO3PtS in a non-equilibrium geometry, with wB97M-V/def2-TZVPD.

Geometry as XYZ:
```
28
C9H10F3NO3PtS wB97M-V/def2-TZVPD
C 1.3241 -1.5626 -1.9001
C -0.0811 -1.4430 -2.1399
C -0.7838 -2.0738 -1.0312
C 0.2315 -2.5390 -0.0823
C 1.5292 -2.2141 -0.6466
Pt 0.1391 -0.3619 -0.0733
C -0.7656 1.3255 -0.9918
C 0.6605 1.7896 -1.3073
C 1.0835 2.6144 -2.3288
N 1.4235 1.1315 -0.4817
H -1.8521 -2.2366 -0.9545
H -0.5537 -1.0528 -3.0412
H 0.0400 -3.1200 0.8083
H 2.4887 -2.4876 -0.2101
H 2.1081 -1.2848 -2.6058
H -1.3908 1.0920 -1.8444
H 2.0506 1.5654 0.1936
H -1.2062 1.9360 -0.2130
H 0.3418 3.1768 -2.9036
H 2.1407 2.6733 -2.5623
F -2.0175 -0.1418 4.6102
C -0.9511 0.2943 3.9119
F -0.5503 1.4903 4.3924
F 0.0620 -0.5908 4.0451
S -1.3688 0.4889 2.1017
O -2.4174 1.4675 1.9736
O 0.0037 0.9478 1.6351
O -1.6888 -0.8842 1.6458
```

Results
* E_HOMO (spin up / spin down): -0.22109 / -0.31653 Ha
* spin multiplicity: 5
* <S²>: 6.044

=====

Computed, not measured: a molecular structure, C8H13N3 in a non-equilibrium geometry, with wB97M-V/def2-TZVPD.

Geometry as XYZ:
```
24
C8H13N3 wB97M-V/def2-TZVPD
C -0.0596 -0.3428 -1.9663
C 0.2796 -1.2738 -0.6359
C 1.6378 -1.7689 -0.6793
C 1.7082 0.3250 0.5918
C 0.1442 -0.3103 0.5670
C -0.8689 0.5173 0.7502
C -1.9423 0.3936 1.6958
C -2.0627 2.3586 0.6614
H -1.1440 -0.5321 -2.4377
H 0.7486 -1.0445 -2.8155
H 0.3369 0.6504 -1.6117
H -0.8146 -2.1364 -0.5328
H 1.9254 -2.4963 0.0348
H 1.9372 -2.0002 -1.4415
H 3.3786 -0.9745 -0.4427
H 2.0569 0.1874 1.6564
H 1.6094 1.6001 0.0818
H 0.2734 -0.9815 1.1898
H -2.1777 -0.3898 1.9626
H -3.3452 2.1607 1.7523
H -2.4181 3.1933 0.3784
N 2.4450 -0.5014 -0.4237
N -2.7006 1.5559 1.5378
N -0.9475 1.8100 0.1268
```

Results
* relative energy (zero: lowest compared OMol25 entry of this formula, charge and spin): 10.7021 eV
* E_HOMO: -0.30987 Ha
* spin multiplicity: 1

=====

Computed, not measured: a molecular structure, C19H42NOP3PrSe in a non-equilibrium geometry, with wB97M-V/def2-TZVPD.

Geometry as XYZ:
```
68
C19H42NOP3PrSe wB97M-V/def2-TZVPD
Pr -0.3929 1.3505 0.6143
P 2.3797 -0.4459 1.1747
P 1.7671 1.4815 -1.4565
P -0.9248 -1.1836 1.9544
H -4.2703 2.1384 -2.8108
C -4.4493 2.1132 -1.7094
C -3.4773 2.1741 -0.7806
H -2.4465 2.2282 -1.1615
C 2.7593 -2.0164 0.2704
C 4.0066 0.3318 0.9959
C 2.5592 -1.0775 2.8903
C 0.4629 2.0503 -2.6306
C 2.9959 2.8237 -1.6875
C 2.6396 0.3037 -2.5675
C -2.7242 -1.2730 1.5426
C -0.9969 -1.2305 3.7847
C -0.5468 -2.9512 1.8616
H -5.5177 2.1414 -1.4313
H -3.7185 2.2494 0.2810
H 3.7494 -2.4002 0.5862
H 2.7435 -1.8392 -0.8159
H 1.9953 -2.7774 0.4804
H 4.8108 -0.4182 1.0616
H 4.1697 1.0680 1.7901
H 4.0911 0.8451 0.0317
H 3.4949 -1.6511 2.9907
H 1.7159 -1.7199 3.1701
H 2.5923 -0.2283 3.5824
H 0.9886 2.6058 -3.4253
H -0.2681 2.7290 -2.1456
H -0.0693 1.1953 -3.0803
H 3.2495 2.8750 -2.7497
H 3.9069 2.6185 -1.1254
H 2.6071 3.7930 -1.3794
H 2.9352 0.8550 -3.4702
H 1.9852 -0.5149 -2.8729
H 3.5438 -0.0939 -2.0965
H -3.0780 -2.1562 2.1046
H -2.9036 -1.4211 0.4597
H -3.2307 -0.3577 1.9041
H -1.8365 -1.8975 4.0419
H -1.1702 -0.2427 4.2258
H -0.0728 -1.6570 4.2019
H -1.4460 -3.4404 2.2659
H 0.3074 -3.2163 2.4891
H -0.3995 -3.3322 0.8511
C -2.1179 -1.8950 -2.9331
C -2.8273 -0.7874 -3.4676
C -4.0106 -1.0540 -4.2147
C -4.5368 -2.3493 -4.3363
C -3.7401 -3.3914 -3.8967
C -2.5123 -3.1891 -3.2873
Se -0.7795 -1.8560 -1.5465
H -0.9592 -3.3209 -1.1465
H -2.5133 0.2290 -3.2172
H -4.5959 -0.2646 -4.6589
H -5.4933 -2.6003 -4.7994
H -4.0642 -4.4135 -3.9696
H -1.9110 -4.0667 -3.0278
C 2.7830 2.8346 3.3148
C 1.2886 3.0068 3.2772
N 0.6552 3.7621 4.2248
O 0.5508 2.4555 2.3686
H 3.1685 3.5281 4.0988
H 3.2660 3.0887 2.3363
H 3.0671 1.7799 3.5669
H -0.3727 3.8371 4.1323
H 1.1380 4.2378 4.9717
```

Results
* relative energy (zero: lowest compared OMol25 entry of this formula, charge and spin): 0.6654 eV
* charge: +3
* E_HOMO (spin up / spin down): -0.57716 / -0.57721 Ha
* spin multiplicity: 3
* <S²>: 2.007

=====

Computed, not measured: a gas-phase ion, C5H10NS (charge +1) in a non-equilibrium geometry, with wB97M-V/def2-TZVPD.

Geometry as XYZ:
```
17
C5H10NS wB97M-V/def2-TZVPD
C 2.1903 -1.8128 2.3207
S 2.0767 -1.9681 0.4486
C 0.7604 -1.0287 0.1601
C -0.4011 -0.6737 -0.1658
N -1.2312 0.4609 -0.6027
C -0.7029 1.8037 -0.1554
C -1.2899 0.4481 -2.0594
H 2.3139 -2.8075 2.5949
H 1.1958 -1.4397 2.6021
H 2.9664 -1.0303 2.4657
H -2.1357 0.3969 -0.2441
H -1.0051 1.9398 0.9395
H 0.3452 1.9596 -0.2264
H -1.2144 2.4964 -0.7095
H -0.6949 -0.4834 -2.5588
H -2.2740 0.3808 -2.4370
H -0.8997 1.3580 -2.3727
```

Results
* relative energy (zero: lowest compared OMol25 entry of this formula, charge and spin): 4.4208 eV
* charge: +1
* E_HOMO: -0.47316 Ha
* spin multiplicity: 1
* structure (SMILES): CSC#C[NH+](C)C

=====

- Which value of spin multiplicity does entry 2 give?
  1